ORCA calculation (ωB97M-V with the def2-TZVPD basis set) on a cluster of 3 separate species, C19H44BN8O3P2S in total in a non-equilibrium geometry.

Geometry as XYZ:
```
78
Properties=species:S:1:pos:R:3:forces:R:3
S 5.20738 -0.90177 2.35890 0.169 0.739 -0.112
N -0.16017 1.48435 5.39536 3.328 0.873 0.415
B 0.86030 -3.26647 0.40121 -0.427 0.385 -0.159
H 1.67454 0.91736 -2.32903 -0.033 -0.112 -0.215
H -1.45488 2.34334 6.78452 0.239 0.091 -0.114
H -1.52394 0.60237 6.74575 -0.052 -0.046 -0.090
H -0.64738 -1.88344 0.61991 -0.252 -0.068 -0.288
H 2.42269 -1.54104 1.81041 -0.184 0.324 0.107
H -0.35532 -2.75409 5.09215 -0.111 0.056 -0.066
C 2.47390 -3.17545 0.45396 -0.993 -0.122 -0.142
H -0.31551 4.29664 -4.17670 0.008 -0.048 0.029
N -0.52575 1.77473 2.95139 0.499 0.097 -0.794
C 0.18187 2.10170 1.70813 0.170 -0.299 -0.165
H 1.12558 -1.88804 4.71796 -0.002 0.051 0.018
H -2.19834 -1.99782 3.74486 0.037 0.007 0.014
H -2.18733 2.04110 -6.92094 -0.011 -0.112 0.049
N -0.63954 -0.76670 4.45121 -0.121 -0.030 -0.333
H 1.26246 -0.56686 -3.86552 0.009 0.167 0.168
P 0.24504 0.63994 3.99029 -6.076 -1.066 -2.379
H -3.61560 -0.87528 -4.53878 -0.001 0.037 0.018
H -2.53716 1.08219 2.70910 -0.032 0.071 0.058
C 2.25172 -6.06157 -1.42381 -0.164 -0.372 -0.343
N -2.87338 1.08687 -4.35956 0.195 -0.313 0.075
C 0.64580 2.69777 5.59983 -0.145 0.169 -0.202
H 0.83995 0.23117 -5.33888 -0.208 -0.108 -0.129
H -0.04752 -1.99867 -0.92850 0.082 0.584 -0.001
C -1.41960 1.48733 6.11278 -0.279 -1.010 0.301
C 0.12893 -1.77827 5.15419 0.309 0.249 0.116
H -0.79619 1.00842 -6.56806 -0.013 -0.032 0.105
H 0.44284 1.99774 -1.73686 -0.137 -0.051 0.038
C -4.14239 1.78756 -4.25222 0.136 0.428 0.086
C 0.43429 -0.06540 -4.36791 0.089 0.247 -0.514
N 3.24777 -4.03906 -0.25536 0.500 0.426 0.025
H 1.25542 2.14743 1.86648 0.001 -0.133 0.021
H 5.44966 -1.57924 3.49397 -0.175 -0.421 -0.278
H -4.25455 2.53950 -5.04664 -0.119 -0.039 0.000
H 0.89455 3.34524 -5.04843 -0.001 0.027 -0.041
N -0.01201 1.07891 -3.58806 0.357 -0.063 0.785
H 0.24120 3.55057 5.04308 -0.006 0.012 0.044
C 5.21062 -3.02570 0.58787 0.063 -0.140 0.016
C -1.16970 2.03174 -6.52246 -0.979 -0.339 -0.206
H 0.17266 0.25279 -1.63651 0.091 0.086 0.170
H 0.24979 -1.52660 6.21762 0.005 -0.133 0.020
H -0.33378 -0.83182 -4.49530 0.050 0.036 -0.103
O 0.23260 -4.44093 0.71701 0.905 -0.187 -0.003
H -2.47264 -1.29813 5.34497 -0.005 -0.027 -0.014
H -2.29701 1.55212 5.46995 0.047 -0.035 -0.104
C -2.04251 -1.09792 4.35444 -0.226 0.112 0.133
H -4.98086 1.09404 -4.32273 0.091 -0.116 -0.016
O 1.13465 0.02719 2.93787 2.677 0.638 2.305
H 1.86124 -6.99584 -1.75274 -0.033 0.027 -0.205
H -0.02111 1.36569 0.92082 0.080 0.086 -0.089
O -1.86327 1.88040 -2.25634 -0.166 3.530 -0.518
C -0.13501 3.72126 -5.08667 0.226 -0.173 0.042
H 0.70190 2.96010 6.65645 -0.044 -0.094 0.021
C 4.44266 -2.13494 1.33444 -0.042 -0.285 0.639
C 0.59239 1.05588 -2.25503 -0.238 -0.080 0.153
C 3.05588 -2.20816 1.24725 0.453 -0.221 -0.217
H -0.22473 4.42017 -5.91856 -0.085 -0.049 -0.026
H 1.67212 2.53523 5.26510 -0.018 -0.008 -0.055
H 5.15925 -4.67577 -0.78476 -0.104 -0.077 -0.080
H -0.20262 -4.82805 -0.04928 -0.564 0.025 0.269
N -1.10961 2.62717 -5.20385 0.322 3.065 1.539
H -2.64465 -0.30845 3.91721 0.136 0.043 0.008
H -2.15011 2.54233 1.86103 0.240 -0.007 -0.059
H -0.11179 3.09032 1.35096 -0.247 -0.037 0.120
H -4.22918 2.29522 -3.28948 0.044 0.001 -0.014
C 4.60027 -3.96589 -0.19570 0.241 0.068 -0.086
H -0.56942 2.61839 -7.21611 0.089 0.149 0.212
H -3.42911 -0.01055 -6.06980 -0.014 -0.023 0.010
H 6.28859 -3.01525 0.63448 0.043 0.098 -0.007
P -1.51833 1.92991 -3.71849 0.212 -6.168 -1.473
H -2.02528 -0.64650 -5.24809 0.019 0.124 0.061
H -2.36379 2.64511 3.57258 -0.114 -0.202 0.116
N 0.18364 -2.03670 0.05932 0.271 -0.570 0.174
C -1.95777 2.00269 2.78685 -0.178 0.332 0.560
C -2.98118 -0.16011 -5.07760 0.089 -0.066 -0.247
C 2.69210 -5.02798 -1.03439 0.077 0.023 0.848
```
Positions in Å, forces in eV/Å.

Computed properties:
multiplicity: 1
HOMO: -9.75 eV
total charge: +1
gap between HOMO and LUMO: 0.191 hartree